No. 1
DFT (ωB97M-V/def2-TZVPD) results for a cluster of 6 separate species, C32H47N4O11 in total at a distorted geometry.

Output
Net charge: +1
HOMO energy in Eh: -0.3723

Geometry (Å):
C 1.65489 3.41150 2.64481
C 1.00241 3.47718 1.18234
C 2.14849 4.09846 0.23856
C 3.12367 2.90362 -0.05007
N 2.72612 1.92724 -0.93437
C 3.77993 1.00473 -0.93149
N 3.77646 -0.11729 -1.64024
N 4.74472 1.46795 -0.06682
N 4.36219 2.64150 0.48819
O -0.12547 4.32487 1.29518
C -1.27581 3.80597 0.60976
C -1.84312 2.48341 1.18981
C -2.38210 1.51093 0.22652
C -2.92451 0.21497 0.59096
C -2.93709 -0.17151 2.00596
C -2.41417 0.78323 2.97296
C -1.87135 2.09771 2.59172
H 1.10845 4.15745 3.28442
H 1.53505 2.41007 3.12471
H 2.72037 3.75848 2.60218
H 0.79419 2.45811 0.77123
H 1.76072 4.39702 -0.76860
H 2.71450 4.91980 0.74826
H 4.64973 -0.62312 -1.78693
H 2.94083 -0.50284 -2.07764
H 5.60245 0.92963 0.10852
H 4.87267 3.18727 1.17909
H -2.08304 4.59064 0.69083
H -1.04015 3.73930 -0.49473
H -2.36009 1.77119 -0.86387
H -3.30123 -0.43769 -0.23166
H -3.33005 -1.17869 2.24885
H -2.42930 0.45218 4.04262
H -1.48403 2.80491 3.36558
O -0.88563 -2.42232 2.73903
C 0.16795 -2.06381 2.30780
O 0.30479 -1.21749 1.24784
C 1.68918 -1.07910 0.92166
C 2.44001 -1.45664 2.18370
C 1.52624 -2.49879 2.80410
H 1.91872 -1.74837 0.08593
H 1.89004 -0.05079 0.61640
H 3.45217 -1.81638 1.99258
H 2.51069 -0.58939 2.84612
H 1.73684 -3.50208 2.42887
H 1.57082 -2.47908 3.89088
O -5.01776 -0.84435 4.58687
C -5.85366 -1.48960 4.01555
O -6.07613 -1.43337 2.67160
C -7.21415 -2.24821 2.34265
C -7.34121 -3.23681 3.47987
C -6.83365 -2.43648 4.66596
H -8.09093 -1.60064 2.25499
H -7.04493 -2.74414 1.38745
H -8.35455 -3.61642 3.60795
H -6.68304 -4.08972 3.30372
H -7.62920 -1.85564 5.13756
H -6.33679 -3.07060 5.39748
O 8.12292 0.73168 -0.46762
C 8.11118 1.04634 -1.63205
O 7.75430 0.21319 -2.63904
C 7.95778 0.87292 -3.90518
C 7.94156 2.35007 -3.58793
C 8.52648 2.38811 -2.18528
H 8.91491 0.54566 -4.31720
H 7.16370 0.59403 -4.59621
H 8.49266 2.95005 -4.30953
H 6.91391 2.71297 -3.56552
H 9.61689 2.44494 -2.19891
H 8.10723 3.20137 -1.59558
O -7.78101 -6.06185 2.08496
C -8.96577 -6.23266 2.01947
O -9.81777 -5.37400 1.40035
C -11.17093 -5.81301 1.59798
C -11.06791 -7.29163 1.91125
C -9.73444 -7.37755 2.63404
H -11.60498 -5.24220 2.42324
H -11.75162 -5.62434 0.69565
H -11.90914 -7.66782 2.49314
H -11.01879 -7.86494 0.98201
H -9.83928 -7.19992 3.70632
H -9.23560 -8.32678 2.44982
O 8.12743 2.97362 -6.90876
C 6.93104 2.98066 -6.86696
O 6.21677 2.79269 -5.72054
C 4.81482 2.74917 -6.03296
C 4.67920 3.46817 -7.36031
C 5.99891 3.14584 -8.04148
H 4.50378 1.70227 -6.09342
H 4.24844 3.24058 -5.24139
H 3.80326 3.15821 -7.92959
H 4.60707 4.54564 -7.19231
H 5.95367 2.20513 -8.59381
H 6.32716 3.95543 -8.68979

---

No. 2
DFT (ωB97M-V/def2-TZVPD) results for a structure of composition C22H25BN5O2PtS5.

Output
Net charge: -1
Relative energy (zero: lowest compared OMol25 entry of this formula, charge and spin) in kcal/mol: 0.0
HOMO energy in Eh: -0.1497

Geometry (Å):
Pt 0.59591 0.59630 -0.15745
C 3.08664 5.21185 -0.46608
S 2.02703 4.78269 -1.86103
C 1.53821 3.13805 -1.44456
S 1.16425 2.77500 0.20237
N 1.46307 2.35289 -2.49562
N 0.99237 1.12585 -2.16045
C 1.01127 0.14983 -2.98768
C 0.58512 -1.14266 -2.46681
C 0.35593 -2.23828 -3.28857
C -0.10133 -3.42136 -2.74246
C -0.32939 -3.49249 -1.37643
C -0.06934 -2.37672 -0.60414
N 0.39776 -1.24266 -1.12950
H 3.42017 6.23117 -0.66061
H 2.54762 5.18235 0.47659
H 3.94779 4.54871 -0.42244
H 1.35233 0.26610 -4.01387
H 0.51528 -2.13667 -4.35416
H -0.29455 -4.27667 -3.37718
H -0.70205 -4.39219 -0.90810
H -0.22196 -2.36667 0.46819
S -4.42863 -1.62855 3.64416
C -4.12152 -0.95196 2.14391
S -2.56209 -0.39147 1.66262
C -3.17553 0.14340 0.10786
N -4.44909 -0.09256 -0.02836
N -4.95716 -0.71886 1.10783
C -6.35831 -0.97198 1.06778
C -6.90337 -2.13019 1.60455
C -8.27267 -2.33911 1.52559
C -9.09659 -1.40747 0.91077
C -8.54006 -0.25949 0.36304
C -7.17405 -0.03928 0.43726
S -2.16098 0.87188 -1.05002
H -6.25919 -2.84933 2.08410
H -8.69637 -3.24217 1.94690
H -10.16456 -1.57712 0.85377
H -9.17220 0.47077 -0.12625
H -6.72072 0.83897 0.00121
C 3.41755 -1.91425 2.91070
C 2.55185 -0.74520 3.36972
C 3.25202 0.00930 4.48499
O 2.40820 0.13617 2.24405
B 1.17063 -0.07988 1.63778
O 0.42882 -0.97735 2.42176
C 1.08100 -1.16343 3.68548
C 0.89844 -2.60810 4.11623
C 0.38693 -0.23826 4.67992
H 4.37966 -1.52480 2.57572
H 2.94983 -2.42855 2.06962
H 3.58796 -2.63181 3.71538
H 4.25917 0.27624 4.16170
H 3.32927 -0.61140 5.38164
H 2.72179 0.92632 4.73440
H 1.25429 -3.29860 3.35265
H -0.16338 -2.79660 4.27994
H 1.43317 -2.80690 5.04872
H 0.45510 0.79930 4.34984
H 0.81771 -0.32337 5.67963
H -0.66900 -0.50802 4.72624

---

No. 3
DFT (ωB97M-V/def2-TZVPD) results for a cluster of 2 separate species, C3H11N3O in total at a distorted geometry.

Output
Structure (SMILES): NC=C(N)N.CO
Relative energy (zero: lowest compared OMol25 entry of this formula, charge and spin) in kcal/mol: 60.9
HOMO energy in Eh: -0.2713

Geometry (Å):
C -0.68424 -1.67067 -1.57801
O -0.07750 -2.13820 -0.43763
H 0.30753 -1.24578 0.08393
H -1.62967 -2.19581 -1.76464
H -0.02986 -1.73425 -2.46241
H -0.89191 -0.56831 -1.44747
C 0.59912 0.36873 0.62429
N 0.07543 0.17353 1.93169
N 2.00162 0.23927 0.42881
N -1.41306 1.58749 0.03711
C -0.13710 1.11100 -0.27632
H -0.24446 1.02031 2.38140
H 0.67860 -0.36641 2.53242
H 2.54998 0.03340 1.25399
H 2.42500 1.00916 -0.07442
H -1.90840 0.97382 0.67028
H -1.96523 1.86101 -0.76136
H 0.34414 1.54174 -1.14167